192
Properties=species:S:1:pos:R:3:forces:R:3:lowdin_charge:R:1 method="wB97M-V/def2-TZVPD" smiles=CC1(C)CCCC(C)(C)N1O.CC1(C)CCCC(C)(C)N1O.CC1(C)CCCC(C)(C)N1O.CC1(C)CCCC(C)(C)N1O.CC1(C)CCCC(C)(C)N1O.CC1(C)CCCC(C)(C)N1O.CO.CO charge=0 mol_weight_g_mol=1007.63 lumo_ha=0.015 spin_multiplicity=1 gap_ev=8.3279
O 7.08667 3.21071 5.75533 1.40 -0.15 0.49 -0.11
O -0.38915 0.40270 -0.65827 -0.59 0.01 -3.02 -0.03
O -2.61504 -5.40790 12.21258 0.27 0.50 0.51 -0.01
O 9.22534 4.70685 -5.58515 0.10 0.42 0.84 0.00
O 5.96972 8.03986 1.13360 0.84 -1.96 0.44 -0.12
O -9.15163 2.23904 -4.89563 0.55 0.46 -0.28 0.00
O -1.19470 11.93309 -8.65454 0.53 -0.08 -0.66 -0.01
O 7.24044 -12.81987 4.00358 0.84 -2.10 0.34 0.01
N -2.49242 11.60730 -8.26111 -1.76 1.11 -0.17 -0.11
N 0.04145 0.29922 0.60532 0.64 0.29 3.87 -0.13
N 6.84784 -11.54295 4.00965 -2.02 4.42 -1.24 -0.16
N -9.71771 1.22147 -5.61319 -2.58 -2.40 -1.04 -0.14
N -3.51521 -6.38041 12.65594 -1.11 -0.62 0.08 -0.13
N 8.09117 3.89651 -5.66854 -1.33 -0.46 -2.35 -0.13
C -4.41406 -5.03759 14.52893 1.18 0.31 0.53 -0.03
C -3.44123 11.10048 -10.56983 1.29 -0.51 -1.51 -0.06
C 6.81961 2.39005 6.87542 -2.04 -0.13 0.34 -0.18
C 5.93788 -11.79119 1.67890 0.62 0.57 1.81 -0.02
C 0.48179 2.79285 0.76130 -0.51 -0.97 -1.37 -0.04
C -1.84297 1.85967 1.34594 0.36 1.09 -0.09 -0.04
C 0.19193 1.42515 2.80099 -1.16 -0.51 0.48 -0.15
C 7.12113 5.42908 -7.44226 1.58 -1.82 1.15 -0.03
C -10.79015 0.32979 -7.62734 0.17 -1.32 0.50 -0.12
C -3.50899 11.95875 -9.28931 -0.55 -0.38 -0.59 -0.45
C 5.51269 2.67526 -5.17729 -0.14 0.82 0.62 -0.20
C -2.52605 10.34061 -7.57377 -1.19 -0.99 0.46 -0.54
C -9.19703 -0.11072 -5.18928 1.62 0.29 -1.64 -0.49
C -0.30710 0.14975 3.51214 0.58 0.37 -1.99 -0.18
C -10.06705 -1.03614 -7.40856 -0.05 -0.33 0.70 -0.17
C -2.11018 9.10547 -8.34190 0.88 -0.60 -1.35 -0.04
C -1.79631 -1.51738 0.97501 0.24 0.39 0.11 -0.03
C 8.07194 3.51711 -3.23696 -0.36 -0.54 0.72 -0.01
C 0.61340 -2.13923 0.50528 -0.89 1.94 -0.55 -0.04
C 6.82870 -10.91399 2.65172 -1.26 1.25 -0.46 -0.46
C -4.55071 -8.53620 12.20340 0.20 -0.39 0.46 -0.13
C 5.30863 9.18644 0.75695 0.23 0.88 0.36 -0.20
C 6.56906 -8.58293 3.84583 0.63 -0.70 1.16 -0.18
C 0.16050 -1.03890 2.66345 -1.00 0.19 0.82 -0.16
C -7.60059 -0.14164 -5.33780 0.09 -0.50 -0.58 -0.02
C -4.93586 11.64086 -8.76579 0.43 0.16 -1.59 -0.16
C -9.88712 -1.33583 -5.88275 0.48 1.88 -2.22 -0.11
C -5.12110 10.26984 -8.15450 1.35 0.21 1.67 -0.16
C -3.97221 10.11122 -7.10823 -1.44 1.27 0.63 -0.14
C -2.06566 -8.42106 11.99309 -0.10 0.81 -0.49 -0.02
C 6.77927 1.95071 -4.79069 -0.16 -0.14 -1.09 -0.14
C -2.54303 -6.72125 15.00495 1.03 0.60 -0.32 -0.03
C 8.60046 -10.71967 5.63999 1.49 0.91 -1.13 -0.05
C 9.22414 1.92625 -4.87690 0.91 -0.58 -0.69 -0.05
C -9.48664 -0.25480 -3.76880 -0.24 0.68 2.13 -0.08
C 8.03782 2.86222 -4.65505 0.56 0.43 1.38 -0.48
C -0.34329 1.60842 1.33338 1.09 -1.81 2.26 -0.46
C 6.46699 -9.39936 5.18124 -0.66 1.15 -0.70 -0.12
C -0.33412 -1.06812 1.17996 1.19 0.30 0.37 -0.45
C -4.62986 -8.88533 13.75524 0.68 1.16 -1.59 -0.15
C 6.88895 4.64660 -6.06394 -0.93 0.73 -1.20 -0.46
C -8.73778 1.73655 -7.87442 -0.46 -0.42 -0.02 -0.03
C -1.73352 10.49555 -6.27955 0.98 -1.00 0.50 -0.03
C 6.42124 5.74859 -5.06182 0.33 -0.46 0.16 -0.03
C -3.42926 -7.55857 11.81653 1.09 -1.56 -0.20 -0.47
C 5.76104 3.59756 -6.35853 0.01 0.76 0.53 -0.13
C -3.75363 -6.37415 14.11672 -1.12 -1.87 0.13 -0.46
C 6.15115 -9.45447 2.66488 -0.31 -0.32 0.66 -0.14
C 6.48562 -11.52487 6.46884 0.00 1.20 0.94 -0.04
C -4.81335 -7.51322 14.41748 -1.22 -0.02 -0.17 -0.15
C -3.48626 13.46697 -9.70777 0.01 -0.56 1.05 -0.03
C 8.18803 -10.59044 2.13577 1.74 -1.95 -0.38 -0.06
C 7.11539 -10.77954 5.22835 0.29 -1.92 1.34 -0.47
C -3.61232 -7.15871 10.29908 0.23 -0.89 0.44 -0.03
C -10.02518 1.52818 -7.05485 0.83 -0.55 0.78 -0.52
C -10.88059 2.76063 -7.08476 0.13 1.07 0.06 -0.05
H -2.49999 13.80137 -10.02955 -0.20 -0.18 -0.46 0.08
H 6.92303 1.22998 -5.59566 0.52 -0.02 -0.22 0.11
H 6.39756 -8.87896 1.77259 0.29 -0.52 -0.36 0.11
H -1.95176 -9.27566 11.32615 -0.86 -0.21 -0.17 0.07
H -4.30180 13.63334 -10.41155 0.44 -0.14 -0.51 0.08
H -3.76810 14.13261 -8.89194 0.17 -0.22 0.51 0.07
H 7.57549 2.08853 7.60055 0.90 0.11 -0.68 0.07
H 0.44693 0.53904 -1.10993 -0.23 0.00 -0.73 0.11
H 5.80961 -11.28019 0.72469 -0.09 -0.15 0.08 0.08
H -3.23532 -4.68535 12.09103 0.37 0.48 -0.36 0.10
H -3.91633 10.11952 -10.55938 0.00 -0.01 0.67 0.07
H -4.55906 -6.67247 10.06383 0.20 0.83 0.55 0.08
H -2.71577 8.92296 -9.22961 -0.11 0.37 -0.04 0.06
H 9.22121 -11.61331 5.57528 -0.76 -0.63 -0.03 0.09
H 8.76937 -11.50988 2.06654 0.24 -0.39 0.47 0.08
H 7.03476 -11.04565 7.27935 -0.17 -0.12 0.39 0.07
H -2.12995 1.93813 0.29732 -0.60 -0.06 0.17 0.09
H 8.72373 -9.96708 2.85168 0.01 0.41 -0.55 0.07
H 6.24979 5.96377 -7.82040 0.16 -0.15 0.18 0.08
H -3.73630 -8.02245 9.64586 0.35 -0.70 0.41 0.07
H 4.40401 9.30189 1.35398 -0.30 0.33 -0.34 0.08
H 8.81321 -10.31629 6.63000 -0.49 0.11 0.06 0.08
H -5.48036 -8.08043 11.86262 -0.33 0.00 0.37 0.11
H -3.74990 -9.37986 14.16659 0.38 0.08 -0.42 0.09
H 5.45697 -11.25810 6.71132 -0.30 -0.12 -0.60 0.07
H -8.32807 0.74746 -8.07921 0.45 0.22 0.16 0.06
H -10.59204 -1.87262 -7.86986 -0.63 0.14 0.06 0.10
H -1.96085 -1.91237 -0.02749 0.24 -0.16 0.02 0.08
H 1.61801 -1.73340 0.62430 0.22 -0.73 0.49 0.08
H -5.08226 9.33930 -8.72079 -0.19 0.54 -0.96 0.10
H 5.18805 3.27769 -4.32889 -0.11 0.22 0.14 0.10
H -4.03712 10.94266 -6.40639 -0.81 0.03 0.26 0.10
H 8.03063 6.02514 -7.36722 -0.44 0.74 0.32 0.07
H 8.24397 -10.32160 1.08093 -0.38 0.95 0.18 0.09
H -8.24752 2.21444 -5.21749 0.85 0.63 0.27 0.08
H 5.40251 -9.48281 5.40030 -0.23 -0.46 -0.29 0.11
H -6.11072 10.33251 -7.70191 0.10 -0.51 0.47 0.11
H -4.13639 9.20434 -6.52623 0.55 -0.18 -0.08 0.12
H -2.49482 1.22935 1.95084 0.38 -0.59 -0.42 0.07
H -1.08444 9.17081 -8.70482 0.15 0.12 -0.01 0.09
H 7.56363 -8.15198 3.73095 0.49 -0.56 -0.17 0.10
H -0.17049 -1.86664 3.29066 -0.10 -0.83 -0.77 0.11
H 6.30573 1.50281 6.50550 0.04 0.00 0.18 0.08
H 7.57149 3.90940 6.20075 0.21 0.65 -0.78 0.07
H -1.39567 0.19618 3.54287 -0.07 -0.23 0.35 0.10
H -0.23139 2.21101 3.42654 0.54 0.72 -0.25 0.11
H -5.78937 -7.14672 14.09943 -0.09 0.19 -0.50 0.11
H 7.13559 3.26863 -2.73737 -0.04 -0.04 0.24 0.07
H 0.30241 3.80301 1.12939 -0.15 -0.37 0.75 0.09
H 5.93276 3.01738 -7.26518 0.47 0.05 -0.04 0.12
H 6.77287 -8.77181 6.01834 0.63 -0.15 0.06 0.12
H 0.12455 0.05384 4.50843 -0.21 0.17 0.07 0.11
H -11.19267 2.90249 -8.11946 -0.42 0.17 0.11 0.09
H 0.23633 2.89280 -0.29600 0.02 -0.07 -0.28 0.07
H -11.68960 2.80312 -6.35551 -0.34 -0.71 -0.32 0.09
H 5.15151 9.22497 -0.32098 -0.35 0.17 -0.04 0.08
H -1.97271 2.81943 1.84607 -0.09 0.42 -0.35 0.08
H 9.27945 1.11371 -4.15245 -0.41 -0.11 -0.04 0.09
H -1.15215 -7.89394 11.71785 -0.10 0.72 0.36 0.07
H -5.30455 12.46729 -8.15820 0.04 -0.32 0.54 0.12
H 6.26163 -12.82645 1.57146 0.42 0.22 -0.22 0.07
H 6.61223 -12.58370 6.69459 0.28 -0.14 -0.89 0.08
H 8.87503 3.12520 -2.61282 0.03 -0.20 -0.06 0.08
H -7.01694 0.28842 -4.52386 -0.54 -0.16 0.61 0.08
H 4.68720 1.98155 -5.33677 0.09 -0.14 -0.26 0.11
H -2.54200 -0.72817 1.07088 0.17 0.03 0.34 0.06
H 0.37564 -3.13813 0.87103 0.47 0.10 0.12 0.09
H -5.51923 11.67029 -9.68607 -0.34 0.27 -0.02 0.11
H -1.97983 -2.29461 1.71685 -0.27 -0.09 -0.12 0.08
H 1.24927 -1.07548 2.70000 0.07 0.13 -0.25 0.11
H 8.14835 4.59952 -3.13368 0.15 -0.02 -0.76 0.07
H -2.29298 10.87959 -5.42655 -0.17 0.18 -0.27 0.08
H 5.36998 7.29516 1.21928 -0.03 0.03 -0.11 0.08
H -5.41942 -9.60325 13.97723 -0.40 0.41 -0.10 0.10
H -9.13241 -1.19522 -3.34661 -0.08 -0.07 -0.10 0.10
H -8.99141 0.56578 -3.24969 -0.08 -0.14 0.37 0.08
H -11.74249 0.23604 -7.10545 -0.08 0.08 0.37 0.12
H -8.04861 2.37094 -7.31705 0.20 0.00 -0.25 0.08
H 6.01987 -7.64610 3.93988 -0.72 -0.28 -0.05 0.11
H -5.04267 -7.67839 15.47020 0.85 0.40 0.43 0.12
H -4.41479 -5.04255 15.61891 -0.26 0.15 0.09 0.08
H 7.32748 6.14442 -4.60340 -0.12 0.18 0.13 0.07
H 5.02288 -11.84872 2.26844 -0.49 0.03 -0.54 0.08
H -10.55844 -0.12202 -3.62152 -0.04 -0.25 0.21 0.10
H -0.79182 11.04229 -6.32820 -0.09 0.21 -0.37 0.08
H -1.67114 -6.11949 14.74846 -0.03 0.38 -0.06 0.08
H -2.72141 -6.67227 9.90188 -0.31 0.49 0.18 0.08
H -4.38644 -9.37737 11.52994 -0.12 -0.40 0.35 0.11
H -2.15587 -7.73368 14.89003 -0.51 -0.19 -0.18 0.07
H -2.71249 -6.57442 16.07164 -0.35 0.08 -0.05 0.08
H -2.17881 8.14892 -7.82383 -0.04 0.29 0.68 0.09
H -1.94384 -8.81257 13.00303 -0.13 0.21 -0.01 0.05
H 5.90195 6.57823 -5.54158 0.09 -0.11 -0.28 0.07
H -10.32433 3.64949 -6.78709 0.44 0.00 -0.26 0.08
H 5.06390 -9.52069 2.62463 -0.18 -0.28 0.33 0.11
H 9.14800 -10.06951 4.95765 -0.02 0.39 -0.15 0.06
H 1.53780 2.52624 0.80429 0.02 0.17 0.19 0.08
H 6.02506 9.95143 1.05633 -0.38 0.55 -0.30 0.08
H 1.28117 1.39317 2.82604 0.02 0.39 -0.10 0.11
H -8.94179 2.16460 -8.85588 -0.08 0.31 0.09 0.09
H -9.17971 -2.16479 -5.86073 -0.44 -0.24 0.67 0.11
H 0.47186 -2.09492 -0.57459 -0.36 -0.30 -0.11 0.07
H 10.25757 2.26746 -4.93768 -0.09 1.14 0.74 0.07
H -10.88152 -1.52713 -5.47941 0.29 -0.15 0.45 0.12
H -7.11266 0.35232 -6.17806 -0.75 0.24 -0.56 0.06
H 6.46073 -13.23346 4.38119 0.11 -0.81 -0.07 0.11
H 9.17998 1.53522 -5.89339 -0.67 -0.52 -0.01 0.08
H -3.78607 -4.18988 14.25485 0.37 -0.02 0.02 0.07
H -0.83552 12.31997 -7.85271 0.19 0.30 -0.09 0.09
H -3.83443 11.50860 -11.50092 -0.64 0.87 0.37 0.08
H 7.50265 4.65851 -8.11215 -0.62 -0.15 -0.57 0.07
H -7.25003 -1.16483 -5.47312 -0.09 -0.21 0.35 0.07
H -1.39765 9.49514 -6.00667 -0.07 -0.14 0.30 0.09
H -5.40060 -4.73530 14.17756 -0.14 -0.90 -0.28 0.08
H 9.84422 4.34385 -6.22295 -0.02 -0.08 -0.15 0.11
H -11.12267 0.45723 -8.65753 0.57 0.31 -0.23 0.12
H 4.87802 4.20367 -6.56106 -0.23 -0.04 -0.01 0.12
H -2.43094 10.92194 -10.93797 0.48 -0.12 0.57 0.08
H 5.74167 5.40163 -4.28343 0.19 -0.24 0.16 0.07
H 6.13017 2.99463 7.46471 -0.50 -0.47 0.45 0.07
H 6.57743 1.30838 -3.93351 0.49 0.35 0.44 0.12
H -9.07937 -1.21909 -7.83176 0.24 0.98 -0.39 0.09